ORCA calculation (ωB97M-V with the def2-TZVPD basis set) on a structure of composition C14H22BrI2O3P2Sn at a distorted geometry.

Its total energy is -131640.39004 eV. The energy above the lowest of the compared OMol25 structures with the same formula, charge and spin comes out at 0.0 kcal/mol. The molar mass is 752.7 g mol⁻¹. For the largest force on an atom, the calculation gives 2.7 eV/A. As for the charge: +3. The lowest unoccupied orbital energy (alpha / beta) comes out at -0.4696 / -0.5047 Ha. The HOMO energy (alpha / beta) is -18.17 / -18.17 eV.

Geometry (Å):
I (0.05, -1.27, -2.62)
I (-0.82, -1.98, 2.31)
Sn (-0.14, -0.24, 0.11)
P (-2.66, 0.26, -0.36)
C (-2.98, 1.91, -1.03)
C (-3.47, -0.87, -1.52)
H (-4.55, -0.68, -1.48)
H (-4.73, 0.17, 0.87)
H (-3.25, -1.91, -1.26)
H (-3.40, -0.68, 1.76)
H (-2.20, 2.18, -1.75)
H (-3.09, -0.69, -2.54)
C (-3.66, 0.20, 1.16)
H (-3.96, 1.92, -1.55)
H (-3.46, 1.10, 1.75)
H (-2.98, 2.62, -0.19)
P (2.40, -0.89, 0.43)
C (3.49, 0.54, 0.15)
C (2.92, -1.54, 2.03)
H (2.31, -3.00, -0.76)
H (3.99, -2.48, -0.37)
H (3.10, -1.73, -1.75)
C (3.01, -2.16, -0.74)
H (2.22, -2.31, 2.36)
H (3.92, -1.97, 1.88)
H (4.50, 0.21, 0.44)
H (3.16, 1.38, 0.79)
H (2.96, -0.73, 2.76)
H (3.46, 0.83, -0.91)
C (0.54, 1.99, -0.38)
O (1.02, 2.94, -0.85)
Br (2.04, 3.19, 2.79)
C (1.36, 4.59, 1.67)
C (2.15, 5.69, 1.28)
C (1.55, 6.77, 0.58)
C (0.20, 6.72, 0.21)
C (-0.59, 5.65, 0.65)
C (0.01, 4.56, 1.26)
C (-0.90, 3.39, 1.50)
O (-2.10, 3.55, 1.76)
O (-0.33, 2.22, 1.40)
H (3.19, 5.74, 1.61)
H (2.14, 7.64, 0.30)
H (-0.25, 7.55, -0.29)
H (-1.66, 5.59, 0.48)

---

ORCA calculation (ωB97M-V with the def2-TZVPD basis set) on a cluster of 2 separate species, C4H13N4O in total at a distorted geometry.

Its total energy is -12348.20579 eV. The energy above the lowest of the compared OMol25 structures with the same formula, charge and spin comes out at 27.6 kcal/mol. The molar mass is 133.2 g mol⁻¹. For the largest force on an atom, the calculation gives 3.2 eV/A. As for the charge: +2. The lowest unoccupied orbital energy (alpha / beta) comes out at -0.3107 / -0.4615 Ha. Its multiplicity is 2. The HOMO energy (alpha / beta) is -17.93 / -17.92 eV.

Geometry (Å):
C (2.31, 0.90, 1.30)
C (1.12, 1.32, -0.86)
N (1.10, 1.09, 0.53)
N (1.94, 2.39, -1.10)
N (0.68, 0.39, -1.66)
H (0.20, 0.59, 0.89)
H (3.26, 1.04, 0.77)
H (2.32, -0.17, 1.49)
H (2.14, 2.89, -0.24)
H (1.92, 2.92, -1.97)
H (0.37, -0.44, -1.14)
H (0.14, 0.60, -2.51)
H (2.44, 1.68, 2.11)
C (-2.11, -2.15, -0.70)
C (-1.80, -1.33, 0.50)
O (-0.74, -0.65, 0.54)
N (-2.63, -1.40, 1.54)
H (-2.87, -2.92, -0.72)
H (-1.24, -2.58, -1.17)
H (-2.65, -0.80, 2.35)
H (-3.40, -2.05, 1.49)
H (-2.50, -1.34, -1.42)

---

ORCA calculation (ωB97M-V with the def2-TZVPD basis set) on a cluster of 2 separate species, C3H9NO2 in total at a distorted geometry.

Its total energy is -8840.92841 eV. The energy above the lowest of the compared OMol25 structures with the same formula, charge and spin comes out at 46.7 kcal/mol. Its SMILES is CNCC=O.O. The molar mass is 91.1 g mol⁻¹. For the largest force on an atom, the calculation gives 1.2 eV/A. The lowest unoccupied orbital energy comes out at 0.0304 Ha. The HOMO energy is -9.33 eV.

Geometry (Å):
C (-0.88, -1.80, 1.07)
N (-0.17, -0.70, 0.40)
C (0.09, -0.90, -1.01)
C (0.54, 0.42, -1.58)
O (1.67, 0.70, -1.86)
H (-1.42, -2.39, 0.32)
H (-1.63, -1.40, 1.74)
H (-0.20, -2.49, 1.56)
H (0.70, -0.53, 0.89)
H (0.73, -1.77, -1.26)
H (-0.86, -1.16, -1.49)
H (-0.30, 1.13, -1.70)
O (0.92, 3.71, 0.81)
H (0.04, 3.80, 0.41)
H (0.77, 3.37, 1.70)

---

ORCA calculation (ωB97M-V with the def2-TZVPD basis set) on a structure of composition C5H5NO3P at a distorted geometry.

Its total energy is -22187.77684 eV. The energy above the lowest of the compared OMol25 structures with the same formula, charge and spin comes out at 3.2 kcal/mol. The molar mass is 158.1 g mol⁻¹. For the largest force on an atom, the calculation gives 4.9 eV/A. As for the charge: -1. The lowest unoccupied orbital energy comes out at 0.1317 Ha. The HOMO energy is -4.71 eV.

Geometry (Å):
C (-2.60, 1.06, 0.80)
C (-1.47, -0.88, -0.52)
C (1.42, -0.01, 0.32)
C (2.31, -0.48, -0.81)
C (-1.47, 0.29, 0.51)
N (-3.58, 1.66, 0.90)
O (-0.52, -0.73, -1.35)
O (-2.32, -1.75, -0.38)
O (1.30, -0.41, 1.45)
P (0.07, 1.14, -0.21)
H (1.89, -1.44, -1.09)
H (2.32, 0.25, -1.50)
H (3.36, -0.58, -0.62)
H (-1.09, -0.14, 1.60)
H (0.38, 2.01, 0.90)

---

> Which value of energy above the lowest of the compared OMol25 structures with the same formula, charge and spin does entry 1 give?

0.0 kcal/mol